Model 1:
Below is H24NeO12 as an isolated structure, with properties calculated with wB97M-V/def2-TZVPD.

Its molar mass is 236.36 g mol⁻¹. For the LUMO energy, the calculation gives -0.04 eV. As for the charge: 0.

Positions of all 37 atoms, in Å:
H (14.720, 17.589, 15.025)
H (18.009, 19.903, 15.562)
H (14.662, 16.706, 18.673)
O (19.171, 17.486, 20.375)
H (15.403, 15.484, 19.174)
H (19.142, 18.359, 19.985)
O (15.135, 20.647, 16.998)
H (20.104, 17.315, 20.511)
H (12.997, 18.644, 17.786)
H (14.770, 19.808, 17.281)
H (17.771, 17.965, 21.516)
O (14.535, 15.786, 18.905)
H (14.092, 18.602, 18.831)
H (18.365, 20.966, 20.262)
H (14.776, 20.229, 20.637)
H (14.887, 20.718, 16.077)
H (16.869, 20.937, 17.073)
H (14.932, 17.170, 16.464)
O (17.371, 15.327, 16.063)
O (17.799, 21.121, 17.203)
O (18.857, 20.387, 19.679)
H (17.957, 21.922, 16.703)
H (18.541, 15.527, 17.673)
O (13.917, 18.411, 17.910)
H (15.221, 18.910, 21.232)
O (15.401, 17.326, 15.644)
O (17.548, 19.464, 14.847)
H (18.374, 20.411, 18.853)
O (19.011, 15.160, 18.422)
H (17.839, 15.236, 15.233)
O (14.719, 19.282, 20.507)
Ne (16.702, 18.742, 18.401)
H (16.540, 15.739, 15.826)
H (17.404, 19.088, 22.463)
H (17.213, 18.657, 15.236)
O (17.038, 18.326, 22.014)
H (19.359, 15.922, 18.884)

Charges per atom according to Löwdin partitioning, unit e:
1. H 0.07
2. H -0.01
3. H -0.03
4. O -0.04
5. H 0.04
6. H 0.01
7. O -0.05
8. H 0.07
9. H 0.09
10. H -0.02
11. H -0.01
12. O -0.04
13. H 0.01
14. H 0.04
15. H 0.05
16. H 0.06
17. H -0.02
18. H 0.02
19. O -0.04
20. O -0.06
21. O -0.05
22. H 0.07
23. H -0.02
24. O -0.05
25. H 0.01
26. O -0.04
27. O -0.06
28. H -0.02
29. O -0.06
30. H 0.05
31. O -0.04
32. Ne 0.08
33. H 0.00
34. H 0.04
35. H -0.01
36. O -0.04
37. H -0.02

---

Model 2:
Below is H24NeO12 as an isolated structure, with properties calculated with wB97M-V/def2-TZVPD.

Its molar mass is 236.36 g mol⁻¹. For the LUMO energy, the calculation gives -0.10 eV. As for the charge: 0.

Positions of all 37 atoms, in Å:
H (-0.816, 3.641, 1.501)
H (-0.371, 3.933, 0.083)
O (-3.087, 0.003, 0.775)
O (3.265, -1.426, -0.351)
O (-0.886, -3.240, -1.187)
H (-3.897, -0.356, 0.413)
H (4.287, 1.388, -1.431)
H (-1.262, -2.879, -0.385)
O (2.223, 0.428, -3.210)
H (3.515, 1.992, -0.276)
H (-3.029, 1.441, 2.005)
H (2.559, 0.569, 2.983)
O (-3.028, 2.214, 2.570)
H (-2.611, -0.760, 1.102)
Ne (0.086, 0.113, 0.168)
O (-3.400, 1.955, -1.231)
H (-0.226, -1.604, -2.516)
O (-0.123, 4.071, 0.998)
H (0.451, -0.339, -3.000)
O (1.360, -3.413, 0.323)
H (-3.197, 1.371, -0.500)
H (-1.279, -2.444, 2.172)
O (2.148, 1.417, 3.151)
H (-2.544, -3.073, 1.630)
O (-0.383, -0.808, -3.023)
H (3.323, -0.471, -0.381)
O (3.549, 1.222, -0.844)
H (2.688, 0.757, -2.441)
H (-3.253, 2.938, 1.986)
H (-1.245, -4.126, -1.243)
H (2.380, 1.622, 4.056)
H (4.013, -1.728, -0.865)
H (-3.449, 2.825, -0.835)
O (-1.887, -2.406, 1.434)
H (1.687, 1.165, -3.501)
H (0.520, -3.279, -0.116)
H (1.920, -2.712, -0.013)

Charges per atom according to Löwdin partitioning, unit e:
1. H 0.01
2. H 0.02
3. O -0.05
4. O -0.04
5. O -0.03
6. H 0.07
7. H 0.08
8. H 0.01
9. O -0.04
10. H 0.08
11. H -0.02
12. H 0.03
13. O -0.05
14. H 0.01
15. Ne 0.03
16. O -0.05
17. H -0.01
18. O -0.05
19. H -0.03
20. O -0.08
21. H -0.03
22. H 0.08
23. O -0.05
24. H 0.08
25. O -0.06
26. H -0.02
27. O -0.03
28. H -0.01
29. H 0.02
30. H 0.07
31. H 0.03
32. H 0.05
33. H 0.02
34. O -0.02
35. H 0.05
36. H -0.05
37. H -0.03

---

Most stable to least stable: model 1, model 2

---

Model 1:
Below is C3H4OS3 as an isolated structure, with properties calculated with wB97M-V/def2-TZVPD.

Its molar mass is 152.27 g mol⁻¹. For the LUMO energy, the calculation gives -0.49 eV. As for the charge: 0.

Positions of all 11 atoms, in Å:
H (-0.122, -0.141, 2.543)
H (-1.572, 0.435, 1.601)
C (-1.126, 1.277, 0.863)
S (1.319, -0.505, 0.439)
O (0.082, 1.712, 1.436)
S (0.149, -1.751, -1.629)
S (-1.226, 0.753, -0.782)
C (-0.017, -0.539, -0.658)
H (1.605, 0.628, 2.450)
H (-1.491, 2.250, 1.011)
C (0.653, 0.458, 1.872)

Charges per atom according to Löwdin partitioning, unit e:
1. H 0.13
2. H 0.14
3. C -0.62
4. S 0.85
5. O -0.21
6. S 0.65
7. S 0.92
8. C -1.54
9. H 0.09
10. H 0.08
11. C -0.48

---

Model 2:
Below is one molecule with the formula C3H4OS3, with properties calculated with wB97M-V/def2-TZVPD.

As for the structure (SMILES): S=C1SCOCS1. Its molar mass is 152.27 g mol⁻¹. For the LUMO energy, the calculation gives -0.56 eV. As for the charge: 0.

Positions of all 11 atoms, in Å:
S (-0.696, 0.511, -1.190)
S (-0.992, 1.859, 1.289)
H (2.314, -1.927, 0.176)
C (1.672, -1.094, -0.215)
H (2.107, -0.470, -0.922)
O (0.789, -1.832, -1.199)
H (-1.069, -1.771, -0.413)
C (-0.234, 0.713, 0.329)
S (0.804, -0.472, 1.114)
H (-1.121, -1.553, -2.187)
C (-0.502, -1.284, -1.191)

Charges per atom according to Löwdin partitioning, unit e:
1. S 0.93
2. S 0.55
3. H 0.11
4. C -0.48
5. H 0.07
6. O -0.24
7. H 0.08
8. C -1.55
9. S 0.93
10. H 0.13
11. C -0.54

---

Most stable to least stable: model 2, model 1

---

Model 1:
Below is a 3-piece molecular cluster, C2H8O3 overall, with properties calculated with wB97M-V/def2-TZVPD.

As for the structure (SMILES): CC=O.O.O. Its molar mass is 80.08 g mol⁻¹. For the LUMO energy, the calculation gives 1.01 eV. As for the charge: 0.

Positions of all 13 atoms, in Å:
H (-6.173, 2.016, -3.127)
H (-4.831, 2.101, -3.534)
H (3.270, -2.462, 3.220)
O (-5.593, 2.614, -3.687)
O (1.468, -2.874, 1.118)
C (3.271, -3.302, 2.573)
C (2.631, -2.844, 1.310)
H (-1.448, 5.353, -1.861)
H (-1.346, 4.895, -0.309)
H (2.525, -4.116, 2.820)
H (3.435, -2.304, 0.522)
H (4.193, -3.667, 2.176)
O (-1.403, 4.589, -1.221)

Charges per atom according to Löwdin partitioning, unit e:
1. H 0.07
2. H -0.01
3. H 0.07
4. O -0.07
5. O 0.05
6. C -0.06
7. C -0.39
8. H 0.06
9. H 0.03
10. H 0.11
11. H 0.15
12. H 0.06
13. O -0.09

---

Model 2:
Below is C2H8O3 as an isolated structure, with properties calculated with wB97M-V/def2-TZVPD.

Its molar mass is 80.08 g mol⁻¹. For the LUMO energy, the calculation gives -4.95 eV. As for the charge: 0.

Positions of all 13 atoms, in Å:
H (-0.393, -0.466, 0.785)
H (-0.504, 0.270, 0.710)
H (1.520, -0.312, -1.384)
H (-3.528, 1.081, -0.867)
H (3.741, 1.702, 0.208)
O (-2.879, -1.187, 0.768)
O (-2.758, 0.922, -0.314)
C (2.300, 0.111, 0.225)
C (3.283, 0.860, -0.292)
H (-2.813, -0.046, 0.244)
H (3.777, 0.543, -1.206)
H (-3.481, -1.212, 1.525)
O (1.649, -0.746, -0.524)

Charges per atom according to Löwdin partitioning, unit e:
1. H 0.05
2. H 0.05
3. H 0.15
4. H 0.00
5. H 0.07
6. O -0.22
7. O -0.20
8. C -0.03
9. C 0.07
10. H -0.09
11. H 0.09
12. H -0.01
13. O 0.07

---

Model 3:
Below is a 2-piece molecular cluster, C2H8O3 overall, with properties calculated with wB97M-V/def2-TZVPD.

As for the structure (SMILES): COCO.O. Its molar mass is 80.08 g mol⁻¹. For the LUMO energy, the calculation gives 0.44 eV. As for the charge: 0.

Positions of all 13 atoms, in Å:
C (2.135, 0.096, -0.548)
H (3.171, 0.484, -0.588)
O (1.247, 1.162, -0.773)
H (0.637, 1.359, 1.140)
O (1.957, -0.990, -1.400)
H (1.973, -0.327, 0.462)
C (0.152, 1.143, 0.174)
H (-4.258, -1.841, 0.989)
H (-3.369, -0.774, 0.284)
H (-0.401, 0.193, 0.262)
O (-3.872, -0.944, 1.113)
H (-0.567, 1.950, -0.047)
H (1.195, -1.511, -1.070)

Charges per atom according to Löwdin partitioning, unit e:
1. C -0.34
2. H 0.14
3. O -0.16
4. H 0.09
5. O -0.03
6. H 0.12
7. C -0.09
8. H 0.05
9. H 0.04
10. H 0.08
11. O -0.09
12. H 0.09
13. H 0.10

---

Most stable to least stable: model 3, model 1, model 2

---

Model 1:
Below is one molecule with the formula C2H2F3NO, with properties calculated with wB97M-V/def2-TZVPD.

As for the structure (SMILES): FC(F)(F)N1CO1. Its molar mass is 113.04 g mol⁻¹. For the LUMO energy, the calculation gives 0.89 eV. As for the charge: 0.

Positions of all 9 atoms, in Å:
F (-2.137, -0.125, -0.649)
N (-0.152, -0.192, 0.703)
F (-0.363, -0.190, -1.742)
F (-0.846, -1.854, -0.545)
H (1.778, 0.518, 1.596)
H (1.704, 0.699, -0.283)
O (-0.170, 1.183, 0.822)
C (-0.897, -0.583, -0.527)
C (1.083, 0.545, 0.625)

Charges per atom according to Löwdin partitioning, unit e:
1. F 0.18
2. N 0.02
3. F 0.09
4. F 0.21
5. H 0.16
6. H 0.13
7. O -0.02
8. C -0.65
9. C -0.11

---

Model 2:
Below is a 2-piece molecular cluster, C2H2F3NO overall, with properties calculated with wB97M-V/def2-TZVPD.

Its molar mass is 113.04 g mol⁻¹. For the LUMO energy (alpha / beta), the calculation gives -0.55 / -0.56 eV. As for the charge: 0.

Positions of all 9 atoms, in Å:
O (-1.137, 1.582, -0.920)
F (1.990, 1.186, 1.172)
F (2.435, 0.038, -0.554)
H (-2.621, -0.636, -0.474)
F (1.375, -0.904, 1.144)
N (-0.973, 0.455, -0.591)
C (-1.585, -0.628, -0.434)
H (-1.036, -1.246, 0.257)
C (1.553, 0.153, 0.401)

Charges per atom according to Löwdin partitioning, unit e:
1. O 0.07
2. F 0.09
3. F 0.16
4. H 0.06
5. F 0.15
6. N -0.18
7. C 0.01
8. H 0.07
9. C -0.42

---

Model 3:
Below is one molecule with the formula C2H2F3NO, with properties calculated with wB97M-V/def2-TZVPD.

As for the structure (SMILES): C=[N+]([O-])C(F)(F)F. Its molar mass is 113.04 g mol⁻¹. For the LUMO energy, the calculation gives 0.01 eV. As for the charge: 0.

Positions of all 9 atoms, in Å:
H (-0.827, -0.933, -0.221)
O (1.439, -1.920, -0.019)
C (-0.016, -0.259, -0.046)
H (-0.346, 0.761, 0.064)
C (2.418, 0.153, 0.058)
N (1.219, -0.705, -0.047)
F (2.355, 0.919, -1.056)
F (2.464, 1.049, 1.104)
F (3.513, -0.506, 0.001)

Charges per atom according to Löwdin partitioning, unit e:
1. H 0.09
2. O -0.01
3. C 0.12
4. H 0.09
5. C -0.58
6. N -0.23
7. F 0.14
8. F 0.14
9. F 0.24

---

Most stable to least stable: model 3, model 1, model 2

---

Model 1:
Below is one molecule with the formula C20H25N3O2S, with properties calculated with wB97M-V/def2-TZVPD.

As for the structure (SMILES): CCCCn1nc2cc(C(=O)NCCc3cccs3)ccc2c1OCC. Its molar mass is 371.51 g mol⁻¹. For the LUMO energy, the calculation gives 0.60 eV. As for the charge: 0.

Positions of all 51 atoms, in Å:
C (3.453, 0.947, 1.384)
C (1.300, -0.278, -1.241)
C (0.439, 0.063, -0.141)
H (4.366, 1.074, 0.802)
C (-4.546, 2.035, 3.161)
H (-6.413, 3.083, 3.316)
H (2.701, -0.166, 3.043)
C (3.581, 0.927, -3.489)
C (-5.662, -0.619, 0.484)
H (4.093, -2.126, 2.884)
O (3.841, -0.016, -1.243)
N (2.411, 0.529, 0.485)
H (5.794, -2.465, 1.175)
H (6.210, -1.005, 2.074)
H (5.092, -0.423, -2.735)
C (-5.846, 2.286, 2.871)
N (-3.740, -0.008, -0.947)
H (2.518, 1.119, -3.367)
H (3.490, -1.169, -2.921)
H (-3.335, 0.707, -0.363)
H (-1.084, -1.418, -3.339)
H (-1.556, 0.116, 0.636)
H (3.782, 0.710, -4.534)
C (-5.476, 0.451, 1.502)
C (5.482, -1.446, 1.396)
H (-5.113, -1.517, 0.774)
C (0.735, -0.820, -2.412)
C (-0.617, -0.993, -2.464)
H (3.367, -1.831, 1.308)
N (1.141, 0.542, 0.886)
C (-5.169, -0.175, -0.908)
C (-6.375, 1.382, 1.921)
C (-1.467, -0.635, -1.388)
C (3.650, -0.069, 2.513)
C (4.016, -0.254, -2.629)
H (3.155, 1.907, 1.815)
C (-2.924, -0.894, -1.571)
H (4.131, 1.820, -3.201)
H (-5.409, -0.947, -1.643)
H (4.392, 0.331, 3.207)
C (-0.950, -0.120, -0.225)
C (4.094, -1.448, 2.028)
C (2.575, 0.050, -0.763)
H (-6.723, -0.865, 0.413)
S (-3.941, 0.686, 2.282)
H (-7.391, 1.418, 1.568)
H (5.485, -0.885, 0.466)
O (-3.350, -1.802, -2.259)
H (-3.896, 2.554, 3.836)
H (1.346, -1.104, -3.256)
H (-5.658, 0.763, -1.189)

Charges per atom according to Löwdin partitioning, unit e:
1. C -0.12
2. C -0.08
3. C -0.22
4. H 0.12
5. C -0.41
6. H 0.10
7. H 0.11
8. C -0.06
9. C -0.18
10. H 0.11
11. O -0.03
12. N -0.08
13. H 0.07
14. H 0.07
15. H 0.13
16. C -0.19
17. N 0.06
18. H 0.07
19. H 0.11
20. H 0.10
21. H 0.11
22. H 0.08
23. H 0.08
24. C -0.54
25. C -0.10
26. H 0.12
27. C -0.02
28. C -0.02
29. H 0.11
30. N 0.14
31. C -0.17
32. C -0.14
33. C -0.13
34. C -0.19
35. C -0.22
36. H 0.13
37. C -0.45
38. H 0.08
39. H 0.12
40. H 0.11
41. C 0.04
42. C -0.25
43. C -0.21
44. H 0.12
45. S 1.03
46. H 0.11
47. H 0.05
48. O 0.07
49. H 0.06
50. H 0.10
51. H 0.13

---

Model 2:
Below is one molecule with the formula C20H25N3O2S, with properties calculated with wB97M-V/def2-TZVPD.

As for the structure (SMILES): COc1ccc(NC(=S)NC[C@H]2CCN(c3ccc(OC)cc3)C2)cc1. Its molar mass is 371.51 g mol⁻¹. For the LUMO energy, the calculation gives 0.53 eV. As for the charge: 0.

Positions of all 51 atoms, in Å:
H (0.400, 1.147, -1.978)
C (2.067, 1.008, 1.060)
H (-3.258, -0.561, 1.939)
C (0.541, -1.416, -2.414)
H (1.301, -0.649, -4.315)
H (1.482, -1.031, -2.006)
C (-0.178, -1.891, 1.746)
H (-2.193, 0.419, -2.376)
C (-2.324, -0.872, 1.498)
H (-1.107, 2.059, -4.295)
C (-1.594, -0.425, -2.720)
H (3.537, -1.058, 4.020)
C (-0.447, 2.032, 1.587)
H (1.904, 1.950, -0.841)
C (-2.086, -0.675, 0.156)
H (-1.356, -0.198, -4.874)
C (3.300, -0.524, 3.100)
H (0.131, -1.957, -4.471)
N (-0.580, -0.777, -1.746)
H (-0.220, 1.170, 3.528)
C (1.480, 0.782, 2.297)
C (-0.315, 1.406, -3.915)
C (0.385, -1.065, -3.899)
C (0.221, 1.326, 2.557)
H (-1.127, -1.977, 5.519)
H (3.054, 0.635, 0.835)
C (1.398, 1.736, 0.088)
O (2.040, 0.063, 3.312)
H (-1.426, 2.436, 1.796)
S (-1.829, 3.776, -2.742)
N (-0.609, 2.962, -0.615)
H (-1.290, 3.604, -0.232)
O (-1.692, -1.590, 3.641)
C (-0.776, -0.061, -3.960)
H (-2.852, -0.208, -0.441)
C (-0.752, 2.790, -1.957)
H (3.277, -1.232, 2.266)
C (-0.874, -1.063, -0.424)
H (1.008, -2.017, -0.003)
H (4.071, 0.231, 2.915)
N (-0.005, 1.855, -2.579)
C (0.064, -1.685, 0.400)
H (-0.441, -3.101, 4.322)
H (0.530, -2.504, -2.264)
C (-0.698, -2.055, 4.521)
H (0.206, -1.440, 4.463)
H (0.567, 1.534, -4.552)
H (-2.268, -1.269, -2.929)
C (-1.369, -1.470, 2.317)
C (0.121, 2.229, 0.326)
H (0.580, -2.379, 2.337)

Charges per atom according to Löwdin partitioning, unit e:
1. H 0.10
2. C -0.02
3. H 0.12
4. C -0.16
5. H 0.11
6. H 0.11
7. C -0.03
8. H 0.12
9. C -0.01
10. H 0.05
11. C -0.12
12. H 0.09
13. C -0.01
14. H 0.12
15. C -0.01
16. H 0.14
17. C -0.09
18. H 0.11
19. N -0.11
20. H 0.13
21. C -0.29
22. C -0.18
23. C -0.12
24. C 0.00
25. H 0.09
26. H 0.11
27. C -0.03
28. O -0.10
29. H 0.12
30. S 0.62
31. N 0.05
32. H 0.11
33. O -0.09
34. C -0.26
35. H 0.11
36. C -0.86
37. H 0.09
38. C -0.23
39. H 0.10
40. H 0.10
41. N 0.01
42. C -0.02
43. H 0.09
44. H 0.12
45. C -0.09
46. H 0.08
47. H 0.12
48. H 0.14
49. C -0.30
50. C -0.25
51. H 0.11

---

Most stable to least stable: model 1, model 2

---

Model 1:
Below is a 2-piece molecular cluster, CH2BrNO overall, with properties calculated with wB97M-V/def2-TZVPD.

Its molar mass is 123.94 g mol⁻¹. For the LUMO energy (alpha / beta), the calculation gives -0.41 / -0.05 eV. As for the charge: 0.

Positions of all 6 atoms, in Å:
H (1.021, 1.493, 0.729)
O (-1.822, -0.021, 0.573)
C (-0.849, -0.436, 0.113)
Br (2.448, -0.346, 0.049)
H (-0.412, -1.382, -0.391)
N (1.170, 0.872, -0.110)

Charges per atom according to Löwdin partitioning, unit e:
1. H -0.03
2. O 0.11
3. C -0.06
4. Br 0.50
5. H 0.10
6. N -0.64

---

Model 2:
Below is a 2-piece molecular cluster, CH2BrNO overall, with properties calculated with wB97M-V/def2-TZVPD.

Its molar mass is 123.94 g mol⁻¹. For the LUMO energy (alpha / beta), the calculation gives -0.21 / -0.42 eV. As for the charge: 0.

Positions of all 6 atoms, in Å:
Br (-1.832, 0.832, 0.041)
H (0.483, 1.132, -0.886)
O (0.349, -2.065, 0.429)
N (0.451, -1.387, -0.504)
C (0.032, 0.681, -0.017)
H (0.516, 0.806, 0.937)

Charges per atom according to Löwdin partitioning, unit e:
1. Br 0.59
2. H -0.01
3. O -0.01
4. N 0.04
5. C -0.61
6. H 0.00

---

Most stable to least stable: model 2, model 1